DFT (ωB97M-V/def2-TZVPD) results for a gas-phase ion, C10H24BCl2N4O3 (charge -1).

```
44
Properties=species:S:1:pos:R:3:forces:R:3
C -3.2066 3.9609 -0.5289 0.042 -0.090 0.019
C -3.2349 2.4948 -0.9189 0.091 0.260 -0.005
Cl -4.6450 2.2521 -2.0640 -0.133 0.030 -0.027
C -1.9532 1.9077 -1.4904 0.080 0.222 0.279
Cl -0.9699 3.1845 -2.3505 -0.043 -0.039 -0.185
B -1.0361 1.0982 -0.3334 -0.441 -0.343 -0.095
O 0.2165 1.7756 0.0032 0.017 -0.292 0.189
C 1.3090 1.0042 -0.4114 0.256 0.373 -0.559
C 2.3695 0.8132 0.6786 -0.232 -0.238 0.165
C 2.0053 0.1622 2.0269 0.061 0.014 0.007
O 2.5234 -1.1749 2.1337 0.258 0.188 -0.156
C 0.5387 0.1976 2.3764 -0.223 -0.059 0.544
N 0.3280 -0.2901 3.7569 0.163 -0.307 -0.308
C 0.7145 -0.2265 -1.1636 -0.171 0.047 -0.293
C 1.4463 -1.5733 -0.9848 -0.052 0.046 -0.241
C 0.6034 -2.8533 -1.0064 -0.075 0.047 -0.057
N 1.5572 -3.9733 -0.8776 -0.119 0.001 0.015
N -0.1066 -3.0124 -2.2819 0.117 -0.181 -0.012
N -0.3973 -2.9310 0.0694 0.069 -0.020 -0.031
O -0.6551 -0.2451 -0.8605 0.427 0.044 0.415
H -4.0592 4.1947 0.1078 -0.041 0.032 -0.008
H -3.2356 4.5937 -1.4133 0.051 0.020 0.007
H -2.2828 4.1719 0.0104 0.018 -0.016 0.059
H -3.4998 1.9087 -0.0429 -0.059 -0.173 -0.128
H -2.2189 1.2288 -2.2935 0.046 -0.232 0.074
H -1.7623 0.9052 0.6594 -0.001 0.218 -0.047
H 1.8331 1.5778 -1.1926 0.159 0.027 0.071
H 2.7730 1.8026 0.8960 -0.054 0.123 -0.042
H 3.1856 0.2390 0.2352 0.138 -0.006 0.115
H 2.5200 0.7235 2.8156 0.131 0.070 -0.028
H 1.7780 -1.7676 2.2150 -0.310 -0.264 0.167
H -0.0295 -0.4506 1.7102 -0.034 0.087 -0.242
H 0.1508 1.2007 2.2290 0.057 0.117 -0.111
H 1.1172 -0.0543 4.3414 0.011 0.146 0.114
H -0.5049 0.1183 4.1500 -0.071 0.045 0.085
H 0.8294 0.0280 -2.2287 -0.130 -0.003 -0.107
H 2.1175 -1.6818 -1.8399 0.208 0.013 0.099
H 2.0886 -1.5829 -0.1056 -0.182 -0.049 0.188
H 0.9740 -4.7957 -0.7426 -0.003 -0.095 -0.008
H 2.0117 -3.8650 0.0239 0.130 0.030 0.021
H 0.1835 -3.8891 -2.6955 0.008 -0.061 -0.040
H 0.1838 -2.2992 -2.9356 -0.107 0.192 0.013
H -0.2725 -2.1436 0.6910 0.027 0.045 0.122
H -1.2881 -2.7343 -0.3675 -0.084 0.029 -0.039
```
Forces are in eV/Å.

Computed properties:
Gap between HOMO and LUMO, eV: 8.01
2S+1: 1
Highest occupied orbital energy, eV: -4.899
Charge: -1
Max |F|, Eh/bohr: 0.0140